This record from the OMol25 dataset describes C14H17N3O3 in the gas phase. The level of theory is ωB97M-V/def2-TZVPD.

Structure (XYZ):
```
37
Properties=species:S:1:pos:R:3:forces:R:3:nbo_charge:R:1
O -1.9992 2.2238 -1.4278 0.15 -0.04 0.25 -0.55
O -3.6589 -1.7758 -0.8914 -0.34 -0.06 -0.15 -0.62
O -1.9917 1.0665 0.5083 0.26 0.09 0.34 -0.53
N 1.5322 3.7317 0.1198 0.06 -0.04 0.11 -0.34
N 0.4068 3.4705 -0.5263 -0.56 0.00 -0.51 -0.15
N -1.5294 -1.4212 -0.2082 0.57 0.10 0.17 -0.62
C 0.5596 2.0940 1.2559 0.34 0.39 -0.15 -0.14
C 2.7166 2.8546 2.1563 0.10 0.00 0.09 -0.26
C 0.4402 1.1499 2.2780 0.09 -0.03 0.12 -0.17
C 1.1206 -1.4484 -1.5776 -0.27 -0.08 -0.15 -0.61
C -3.1464 0.3447 0.1080 -0.58 -0.16 -0.42 -0.18
C -2.8111 -1.0660 -0.3985 0.10 0.51 0.33 0.65
C 2.5723 1.9132 3.1485 0.13 0.16 -0.08 -0.19
C 1.6983 2.9344 1.2110 -0.46 -0.50 0.20 0.19
C 0.4638 -3.6855 -2.5094 -0.17 0.26 0.03 -0.60
C -0.2111 2.4979 0.1182 0.70 0.30 0.26 -0.01
C -1.4796 1.9545 -0.3788 -0.40 0.11 -0.67 0.77
C -0.0472 -2.3597 -1.9530 0.10 -0.14 0.21 -0.22
C 1.4503 1.0750 3.2075 -0.16 -0.18 0.05 -0.23
C -0.9512 -2.6301 -0.7413 -0.06 -0.11 -0.38 -0.22
H -0.3758 -3.1268 0.0470 -0.02 -0.05 -0.06 0.19
H 0.7748 -0.4543 -1.3003 0.04 0.14 0.05 0.20
H 1.0757 -3.5164 -3.3919 0.09 -0.04 -0.09 0.21
H -0.6494 -1.8611 -2.7195 -0.04 -0.02 0.05 0.21
H 1.6820 -1.8686 -0.7447 0.11 -0.05 0.11 0.20
H 2.1444 4.4569 -0.2196 -0.14 -0.10 0.00 0.41
H -0.4268 0.5118 2.3384 -0.06 -0.05 0.04 0.23
H -1.7848 -3.2721 -1.0345 0.11 -0.02 0.09 0.23
H 1.0682 -4.2013 -1.7660 0.10 -0.11 0.08 0.20
H -0.8998 -0.7446 0.1960 -0.19 -0.02 -0.03 0.40
H 3.5770 3.5038 2.1080 0.11 0.05 0.04 0.22
H 1.7953 -1.3387 -2.4232 0.11 0.07 -0.05 0.22
H 3.3373 1.8148 3.9038 0.08 0.01 0.05 0.22
H -3.6662 0.8807 -0.6934 0.08 -0.18 0.19 0.24
H -0.3668 -4.3298 -2.7860 -0.06 -0.14 -0.05 0.21
H -3.8038 0.2664 0.9773 0.12 -0.02 -0.10 0.22
H 1.3833 0.3552 4.0094 -0.02 -0.06 0.06 0.22
```
Forces are in eV/Å.

Values from the calculation:
ΔE to the lowest compared entry with this formula, charge and spin (kcal per mole): 30.20
Charge: 0
Frontier orbital gap (eV): 9.28
SMILES: CC(C)CNC(=O)COC(=O)c1n[nH]c2ccccc12
Molecular weight (u): 275.31



This record from the OMol25 dataset describes a molecular structure, C38H51CuN5OP. The level of theory is ωB97M-V/def2-TZVPD.

Structure (XYZ):
```
97
Properties=species:S:1:pos:R:3:forces:R:3:mulliken_charge:R:1
Cu 1.7204 0.8617 -0.0371 -0.34 -0.11 0.21 0.47
P -0.7410 -0.0332 2.0299 -1.72 -0.02 0.30 -0.71
O 0.6714 0.3305 1.7405 1.00 0.21 -0.18 -0.73
N 0.6255 3.2396 -1.4843 -0.21 0.65 0.63 0.38
N 3.8859 -0.4907 -1.1941 0.63 0.06 -0.29 0.56
N 1.3740 0.4542 -2.0145 0.08 0.09 0.70 0.02
N 1.4787 2.8200 -0.5489 0.47 -0.09 0.42 -0.40
N 3.6341 0.2552 -0.1212 -0.22 0.24 0.59 -0.23
C 3.2720 -2.6910 -1.8998 -0.13 0.05 0.03 -0.41
C 5.1470 -0.3085 -1.6254 0.22 0.26 0.10 -0.19
C 1.4523 3.7034 0.4402 -0.19 0.13 -0.32 -0.21
C -1.1228 -0.3453 3.8352 -0.18 -0.06 -0.57 0.81
C -0.3023 -3.7027 0.1066 -0.16 0.07 -0.11 0.18
C 2.4050 -3.6069 -2.4752 0.02 -0.02 -0.07 1.24
C 0.4190 2.5804 -2.7141 -0.05 -0.65 -0.87 0.58
C 0.9611 -1.5981 4.4586 0.01 -0.14 0.27 0.07
C -4.1077 2.4168 1.3576 -0.10 -0.14 -0.02 -1.07
C -3.2976 1.3241 2.0524 -0.03 0.20 0.16 -0.79
C 2.9303 -1.3568 -1.7680 -0.61 -0.45 -0.19 -0.30
C -0.1034 -2.5518 1.1041 0.25 -0.06 -0.09 -0.96
C 1.6778 -0.8631 -2.2044 0.04 -0.29 -0.26 0.01
C -1.8335 1.4183 1.6242 0.47 -0.50 0.22 0.30
C 2.7911 -5.0544 -2.5544 -0.03 0.10 0.08 -1.73
C 0.5593 4.7298 0.1444 -0.17 0.09 -0.16 -1.15
C -0.6730 0.8232 4.7135 0.16 0.22 -0.18 -1.41
C -0.1870 3.3164 -3.7296 -0.03 -0.01 -0.05 -0.75
C 4.7405 0.9402 0.1343 -0.02 -0.34 -0.17 -0.22
C -0.5601 -1.6450 4.4008 0.09 -0.14 -0.20 -1.66
C -1.7693 -3.8540 -0.3023 0.01 -0.22 0.22 -0.73
C -2.6018 -2.1203 1.3013 -0.07 -0.08 0.01 -0.75
C 0.8169 1.2331 -2.9583 -0.02 0.07 -0.20 1.22
C 1.1660 -3.1421 -2.9034 0.25 -0.02 -0.11 -1.78
C 1.4070 -0.4497 5.3583 0.11 0.06 -0.25 -1.23
C -1.2231 -1.5138 1.0092 0.22 0.65 0.36 1.16
C -1.0908 3.6439 -6.0517 0.17 0.06 0.04 -1.70
C -2.6638 -3.6038 0.9071 -0.08 0.06 -0.20 -1.08
C -4.1495 2.1991 -0.1624 0.01 -0.08 -0.02 -0.93
C 5.7348 0.6151 -0.7892 0.14 -0.12 -0.15 -1.18
C 0.6796 0.7966 -4.3000 0.04 -0.01 -0.05 -0.83
C 0.0795 1.5444 -5.2784 -0.09 0.23 0.11 -1.08
C -2.9502 1.3788 -0.6476 0.03 0.17 -0.06 -0.90
C 0.0456 4.3970 -1.0899 0.06 0.25 0.32 -0.23
C -0.4134 2.8179 -4.9972 -0.01 -0.07 -0.02 0.19
C 0.8469 0.8727 4.8422 0.03 0.05 0.27 -0.04
C -1.6993 1.7532 0.1333 0.07 -0.15 -0.25 0.34
C 0.8071 -1.8177 -2.7624 0.08 0.06 0.08 0.65
H -0.3580 4.2272 -6.6131 -0.05 0.06 -0.10 0.30
H -2.8552 -2.0199 2.3578 -0.10 0.07 0.04 0.09
H -3.7120 0.3504 1.7941 -0.10 -0.11 0.05 0.22
H 2.0639 3.5580 1.3085 0.13 -0.08 0.14 0.48
H -2.3290 -4.2387 1.7322 -0.01 0.01 0.03 0.37
H -2.2174 -0.4010 3.8653 0.02 0.02 -0.09 0.93
H -1.1982 -1.1170 -0.0151 -0.02 0.03 0.02 -0.05
H -3.3848 1.4448 3.1338 0.01 -0.11 0.03 0.47
H 4.7797 1.6166 0.9637 -0.05 0.15 0.17 0.51
H -1.8009 4.3381 -5.6049 -0.07 0.04 -0.05 0.37
H -2.7802 1.5612 -1.7098 -0.01 -0.11 -0.04 0.61
H 0.4666 -3.8382 -3.3479 -0.10 -0.07 0.00 0.25
H -2.0228 -3.1419 -1.0910 -0.02 0.01 -0.10 0.18
H 2.7600 -5.5054 -1.5612 0.03 -0.12 0.01 0.29
H -5.0722 1.6869 -0.4423 -0.04 0.05 -0.03 0.48
H 1.3478 -2.5466 4.8402 0.03 0.00 -0.07 0.46
H -0.1794 -1.5008 -3.0674 -0.06 0.11 -0.09 0.68
H -0.8197 1.2453 -0.2788 -0.04 0.20 -0.14 -0.56
H 1.2723 1.0784 3.8607 0.09 0.07 0.00 -0.07
H 6.7338 0.9986 -0.8426 0.15 0.04 -0.03 0.43
H -0.6965 4.9105 -1.6647 -0.07 0.00 -0.16 0.34
H -1.9390 -4.8572 -0.6946 -0.03 0.01 -0.13 0.62
H -3.1578 0.3148 -0.5290 0.00 -0.14 -0.05 -0.09
H -5.1227 2.4337 1.7589 0.03 0.10 0.04 0.49
H 1.0912 -0.1674 -4.5597 -0.05 -0.04 0.01 0.41
H -4.1547 3.1690 -0.6625 -0.04 0.01 -0.06 0.30
H -0.0645 -2.9636 2.1102 0.06 0.05 0.08 0.29
H 2.4977 -0.3977 5.3809 -0.01 -0.02 0.10 0.47
H 0.3148 5.5863 0.7392 -0.07 0.16 0.07 0.44
H 3.8029 -5.1576 -2.9401 0.08 -0.13 -0.04 0.42
H -3.7006 -3.8755 0.6889 0.07 -0.02 0.09 0.54
H 1.1282 1.6842 5.5178 0.01 0.04 -0.05 0.46
H -0.4801 4.3394 -3.5411 -0.01 0.05 0.02 0.39
H 5.5190 -0.8251 -2.4867 0.03 -0.10 -0.16 0.45
H -1.6217 3.0057 -6.7554 -0.07 0.03 -0.06 0.41
H 4.2366 -3.0159 -1.5347 0.11 -0.04 0.07 0.55
H -0.9035 -2.4965 3.8135 -0.06 -0.05 0.08 0.30
H 2.1124 -5.6064 -3.1966 -0.05 -0.11 -0.10 0.39
H -1.3471 2.2279 2.1858 -0.05 -0.10 0.02 0.63
H 0.8496 -2.0553 0.9105 0.03 -0.07 0.11 0.00
H -1.5384 2.8264 0.0204 0.10 -0.06 0.01 0.41
H -3.3572 -1.5817 0.7240 -0.02 0.05 0.11 0.35
H 1.3588 -1.4430 3.4543 0.09 -0.06 -0.02 0.02
H -3.6526 3.3843 1.5801 0.00 0.04 0.08 0.37
H 1.0580 -0.6314 6.3798 0.02 0.00 0.05 0.35
H -1.1225 0.6990 5.7043 -0.05 -0.01 -0.02 0.54
H -1.0345 1.7705 4.3083 -0.08 0.05 0.08 0.34
H 0.0030 1.1545 -6.2841 -0.03 -0.09 -0.09 0.39
H 0.3105 -3.5364 -0.7754 0.00 -0.06 0.10 -0.97
H 0.0302 -4.6328 0.5707 0.06 -0.05 0.00 0.55
H -0.9530 -1.7753 5.4147 -0.05 -0.01 0.02 0.57
```
Forces are in eV/Å.

Values from the calculation:
ΔE to the lowest compared entry with this formula, charge and spin (kcal per mole): 0.00
Charge: 0
Frontier orbital gap (eV): 6.69
Molecular weight (u): 688.38



This record from the OMol25 dataset describes 2 unconnected molecules or ions with the total composition C3H7O3. The level of theory is ωB97M-V/def2-TZVPD.

Structure (XYZ):
```
13
Properties=species:S:1:pos:R:3:forces:R:3:nbo_charge:R:1
O 0.4633 -1.4880 -0.3635 -0.84 2.72 -1.04 -0.32
O -0.0691 0.4611 -1.4076 1.03 -3.21 2.39 -0.44
O -2.8343 0.3935 -0.7586 0.72 0.41 0.48 -0.91
C 1.7938 -0.0608 1.8083 1.25 0.79 -2.39 -0.60
C 0.7486 0.6406 0.8375 -1.39 -1.97 0.50 -0.55
C 0.3427 -0.2075 -0.3465 0.58 0.41 -1.13 0.73
H 1.2877 -0.7693 2.4152 -0.62 -0.29 0.71 0.22
H -2.5512 1.2780 -1.0166 -0.62 0.25 -0.43 0.46
H -1.9791 0.1499 -0.3736 -0.57 -0.66 -0.09 0.45
H 2.3254 0.6872 2.4015 -0.12 -0.27 -0.02 0.23
H 2.5270 -0.6903 1.2318 -0.45 0.92 0.43 0.22
H 0.7362 1.5928 0.2701 1.04 0.17 1.30 0.26
H -0.1360 0.5846 1.5124 0.00 0.72 -0.72 0.25
```
Forces are in eV/Å.

Values from the calculation:
ΔE to the lowest compared entry with this formula, charge and spin (kcal per mole): 32.83
Charge: 0
2S+1: 2
⟨S²⟩: 0.761
Frontier orbital gap (spin up / spin down) (eV): 11.82 / 6.84
Molecular weight (u): 91.09



This record from the OMol25 dataset describes 5 unconnected molecules or ions with the total composition C4H16O4. The level of theory is ωB97M-V/def2-TZVPD.

Structure (XYZ):
```
24
Properties=species:S:1:pos:R:3:forces:R:3:nbo_charge:R:1
O 1.3273 -1.2253 2.0488 -1.40 0.08 0.77 -0.96
O -0.5778 2.5637 -3.1757 0.71 -6.04 -3.03 -0.92
O 2.1474 1.3255 1.6982 -0.61 -1.54 -1.50 -0.95
O -2.0970 1.3429 2.2879 -0.44 0.61 1.76 -0.95
C 1.5306 -0.9751 -1.4730 -1.07 -0.07 0.84 -0.41
C -0.7418 -1.9251 -1.0661 1.17 4.14 -0.89 -0.44
C -1.9964 -1.2166 -0.6520 2.74 3.93 -4.10 -0.57
C 0.4283 -1.0399 -0.6807 2.22 -0.34 -0.85 -0.14
H 0.4638 -0.6875 1.9541 2.18 -1.39 1.21 0.49
H -0.6574 -2.8023 -0.5667 0.25 -3.05 1.21 0.21
H -1.5162 2.1351 2.3320 -0.60 -0.80 0.05 0.48
H -0.6899 -1.9942 -2.1465 -0.08 -0.66 -0.14 0.20
H -0.7992 1.8427 -2.5584 0.28 0.12 -0.59 0.47
H -2.5991 1.3335 3.1644 1.12 0.12 -1.83 0.47
H -2.7007 -1.6765 -1.2044 -3.57 -1.70 -0.41 0.21
H 2.7532 0.7518 1.1753 -0.66 0.64 0.79 0.48
H -1.9717 -0.1313 -1.2378 0.00 -2.30 1.74 0.16
H 1.6246 -1.4951 -2.4266 -0.41 -0.02 0.17 0.19
H -1.9323 -1.0480 0.3481 -1.10 0.30 2.88 0.21
H -0.7099 3.2659 -2.6848 -0.95 5.89 3.64 0.45
H 2.4405 -0.4601 -1.2085 -0.04 0.37 0.28 0.18
H 2.6577 1.9639 2.1382 1.25 1.25 0.73 0.47
H 0.4614 -0.5328 0.3131 -0.28 -0.37 -1.56 0.18
H 1.4518 -1.5800 2.9652 -0.69 0.83 -1.16 0.48
```
Forces are in eV/Å.

Values from the calculation:
ΔE to the lowest compared entry with this formula, charge and spin (kcal per mole): 73.01
Charge: 0
Frontier orbital gap (eV): 9.54
SMILES: C=CCC.O.O.O.O
Molecular weight (u): 128.17



This record from the OMol25 dataset describes a molecular structure, C30H28Cl2F2MoN3O. The level of theory is ωB97M-V/def2-TZVPD.

Structure (XYZ):
```
67
Properties=species:S:1:pos:R:3:forces:R:3:nbo_charge:R:1
Mo 0.0991 -0.1779 -0.7318 -0.56 0.29 1.71 1.06
Cl -1.2736 0.0799 -3.2677 -0.18 -0.03 -0.21 0.08
Cl -3.8292 -1.9912 0.9401 -0.06 0.00 -0.06 0.05
F 3.8467 -3.2706 -3.0560 0.00 0.00 -0.01 -0.32
F 0.1081 -5.5818 -1.5487 0.00 -0.02 0.02 -0.31
O -0.2352 1.9805 -0.7215 0.06 0.17 -0.30 -0.69
N -0.7675 4.0358 0.0740 -0.09 0.15 0.00 -0.36
N 1.8263 0.3275 -1.9944 0.39 0.04 -0.47 -0.52
N -1.5453 -0.7310 -0.5600 0.35 0.00 -0.38 -0.44
C 2.6389 -3.2442 -2.4612 0.11 -0.01 -0.07 0.45
C 0.9700 -0.3791 0.9498 -0.60 -0.23 -0.70 -0.19
C -0.1600 -2.2581 2.2155 0.01 0.09 -0.10 -0.60
C -4.9277 -1.5115 -2.8720 -0.04 -0.03 -0.01 -0.17
C -4.9419 -1.8438 -1.5250 -0.12 -0.04 -0.01 -0.21
C 2.6468 -0.7116 -2.3304 -0.25 0.13 0.05 0.26
C -3.8317 -1.5875 -0.7391 -0.14 -0.10 0.17 -0.04
C -0.9036 0.6630 2.9533 -0.07 -0.09 0.11 -0.18
C 0.8352 0.1857 4.5247 0.04 0.13 0.00 -0.21
C 0.2615 -0.0371 3.2776 0.04 -0.04 0.01 -0.02
C -0.8819 1.7884 5.0814 0.04 -0.03 -0.01 -0.21
C 0.7608 -4.4243 -1.7024 -0.06 -0.09 0.00 0.46
C 0.8198 -1.0744 2.2861 -0.27 0.24 0.00 -0.15
C 3.3594 1.8864 -2.9626 0.15 0.02 -0.09 -0.25
C 2.0802 -2.0349 -2.0590 -0.07 0.11 0.01 -0.20
C -3.8119 -0.9158 -3.4487 -0.07 -0.01 -0.06 -0.22
C -2.7251 -0.6736 -2.6425 0.28 0.12 -0.08 -0.04
C -0.4160 2.7818 0.2260 0.11 -0.22 0.17 0.56
C -0.9367 4.8855 1.2680 0.02 -0.02 -0.17 -0.42
C 0.1629 -3.2599 -1.2593 -0.07 -0.03 0.08 -0.34
C -1.4720 1.5646 3.8427 0.04 -0.01 -0.03 -0.23
C 4.2359 0.8436 -3.2393 0.04 0.05 -0.01 -0.11
C 0.8244 -2.0521 -1.4181 0.28 -0.04 -0.20 -0.14
C 0.2690 1.0922 5.4183 0.00 -0.01 -0.07 -0.19
C -1.0127 4.6089 -1.2504 -0.04 0.01 0.15 -0.43
C 2.1787 1.5847 -2.3355 -0.10 -0.26 0.19 0.07
C 2.0059 -4.4533 -2.2944 0.06 -0.09 0.00 -0.37
C 3.8791 -0.4521 -2.9271 0.10 0.00 -0.04 -0.24
C 2.2079 -1.5932 2.6711 0.01 -0.04 0.09 -0.60
C -2.6986 -1.0027 -1.2882 0.54 0.10 0.31 0.10
H -5.7960 -1.7206 -3.4836 0.03 0.02 0.04 0.24
H 0.2462 -3.0511 1.5823 -0.02 0.06 0.03 0.22
H 3.5868 2.9118 -3.2211 0.01 -0.06 0.02 0.24
H -1.7665 4.5380 1.8806 -0.02 -0.04 -0.03 0.22
H -1.1379 3.8103 -1.9725 0.01 -0.07 -0.02 0.24
H 1.9352 0.1467 0.8580 0.09 -0.03 -0.05 0.20
H -1.3933 0.4639 2.0066 -0.01 -0.01 -0.02 0.21
H -1.1220 -1.9479 1.8055 0.06 -0.03 0.05 0.22
H -3.7929 -0.6481 -4.4967 0.00 -0.02 0.05 0.24
H 2.5915 -2.2303 1.8714 -0.01 0.01 0.02 0.22
H 1.7343 -0.3409 4.8173 -0.04 0.00 -0.01 0.22
H -1.9206 5.2074 -1.2157 -0.01 -0.01 0.01 0.22
H 2.9146 -0.7760 2.8320 -0.01 -0.03 -0.01 0.21
H -0.3228 -2.6589 3.2177 0.03 0.01 -0.03 0.22
H 4.5440 -1.2688 -3.1518 -0.02 0.02 -0.01 0.26
H 2.1594 -2.1990 3.5780 0.01 0.03 -0.02 0.23
H 0.7337 1.2497 6.3835 -0.01 -0.01 -0.02 0.22
H 5.1932 1.0406 -3.7081 -0.07 -0.02 0.02 0.24
H -1.3243 2.4872 5.7812 0.03 -0.04 -0.03 0.22
H -1.1503 5.8978 0.9380 0.01 0.00 -0.02 0.23
H -5.8134 -2.3037 -1.0755 0.06 0.03 -0.04 0.25
H 1.4736 2.3570 -2.0783 -0.09 0.04 0.04 0.22
H -2.3882 2.0822 3.5773 0.03 -0.05 0.01 0.21
H -0.0279 4.9036 1.8657 0.02 -0.04 -0.02 0.22
H 2.4659 -5.3772 -2.6163 -0.03 0.04 -0.01 0.26
H -0.1810 5.2459 -1.5495 0.03 0.02 0.02 0.22
H -0.8056 -3.3217 -0.7803 0.01 -0.02 0.00 0.24
H -0.2818 2.4551 1.2606 0.02 -0.02 0.03 0.18
```
Forces are in eV/Å.

Values from the calculation:
ΔE to the lowest compared entry with this formula, charge and spin (kcal per mole): 1.73
Charge: +1
Frontier orbital gap (eV): 7.84
Molecular weight (u): 651.42